{"formula": "C9H14", "method": "the ωB97M-V functional and the def2-TZVPD basis", "spin_multiplicity": 1, "smiles": "Cc1ccccc1.CC", "symbols": ["C", "C", "C", "C", "C", "C", "C", "H", "H", "H", "H", "H", "H", "H", "H", "C", "C", "H", "H", "H", "H", "H", "H"], "positions_angstrom": [[0.17769, -0.41943, 1.55499], [2.59121, 1.79922, -0.34622], [1.96986, 0.67737, 0.17451], [2.04784, 3.05700, -0.12622], [0.74739, 0.77326, 0.83612], [0.81124, 3.17492, 0.49067], [0.16909, 2.03602, 0.94152], [3.51738, 1.75141, -0.90242], [2.45007, -0.29921, 0.10428], [2.63649, 3.91905, -0.42001], [0.42891, 4.17705, 0.62738], [0.04489, -0.13955, 2.59591], [0.84503, -1.28192, 1.47061], [-0.80684, 2.06977, 1.41541], [-0.80426, -0.75150, 1.19579], [-2.67556, -2.32042, -1.66688], [-1.53322, -2.78095, -0.76811], [-3.62564, -2.69113, -1.28867], [-2.64511, -1.24106, -1.81477], [-2.61356, -2.75108, -2.66380], [-0.60386, -2.21284, -0.77466], [-1.26910, -3.83628, -0.90963], [-1.85992, -2.70969, 0.27421]], "forces_ev_per_a": [[-0.31, -0.08, -0.24], [0.05, 0.39, 0.08], [0.00, -0.48, -0.06], [0.22, -0.24, -0.17], [0.59, 0.14, -0.13], [0.43, 0.21, -0.08], [-0.55, -0.32, 0.19], [0.12, -0.29, 0.13], [-0.09, 0.19, -0.11], [-0.31, 0.09, -0.10], [-0.37, -0.12, 0.13], [0.06, -0.24, 0.25], [-0.04, 0.16, 0.16], [0.04, 0.34, 0.07], [0.16, 0.27, -0.10], [0.55, -0.23, -0.52], [-0.08, -0.51, 0.91], [-0.12, 0.41, 0.20], [-0.41, 0.01, 0.27], [0.26, -0.04, -0.18], [-0.09, 0.18, -0.58], [-0.11, 0.19, -0.14], [-0.01, -0.05, 0.01]], "mulliken_charge": [-1.48, -0.54, -0.32, -0.36, 0.87, -0.54, -0.31, 0.35, 0.25, 0.36, 0.36, 0.40, 0.37, 0.35, 0.24, -0.85, -0.74, 0.27, 0.28, 0.28, 0.19, 0.35, 0.23]}

***

{"formula": "C13H19NO2S3", "method": "the ωB97M-V functional and the def2-TZVPD basis", "spin_multiplicity": 1, "smiles": "CCCCOC(=O)CSC(=S)N(C)Cc1cccs1", "symbols": ["C", "C", "C", "C", "H", "H", "O", "C", "O", "C", "H", "S", "C", "N", "C", "H", "H", "H", "C", "C", "C", "C", "C", "S", "H", "H", "H", "H", "H", "S", "H", "H", "H", "H", "H", "H", "H", "H"], "positions_angstrom": [[-3.17888, -5.09185, 0.84570], [-2.95691, -3.78705, 0.09195], [-3.04173, -2.57966, 1.02369], [-2.89805, -1.25889, 0.27446], [-3.02075, -0.41136, 0.95499], [-3.62986, -1.18870, -0.53651], [-1.58986, -1.13408, -0.28133], [-1.46634, -1.19612, -1.60269], [-2.35798, -1.38766, -2.38295], [-0.01626, -1.07007, -2.03945], [0.03739, -0.46670, -2.94648], [1.05953, -0.36666, -0.77570], [0.34920, 1.25166, -0.61444], [0.88292, 2.04087, 0.32580], [0.39033, 3.39363, 0.45924], [0.78290, 3.82654, 1.37554], [-0.69930, 3.38153, 0.49388], [0.69439, 4.00880, -0.39149], [2.10035, 1.72040, 1.04657], [3.28237, 2.42621, 0.46459], [3.99587, 3.45339, 1.00189], [5.03103, 3.90864, 0.15510], [5.07949, 3.22636, -1.01599], [3.87023, 2.00959, -1.11173], [5.75379, 3.36084, -1.83814], [5.70281, 4.70810, 0.41013], [3.79794, 3.86824, 1.97450], [2.24830, 0.63790, 1.01678], [1.97423, 2.02643, 2.09028], [-0.91167, 1.72299, -1.55981], [0.38276, -2.06552, -2.24293], [-4.00771, -2.57344, 1.53198], [-2.25728, -2.64455, 1.78084], [-3.70443, -3.68647, -0.69769], [-1.97425, -3.80780, -0.38454], [-3.10988, -5.93928, 0.16824], [-4.16313, -5.10170, 1.30884], [-2.43160, -5.21455, 1.62689]], "forces_ev_per_a": [[0.07, 0.14, -0.20], [-0.07, 0.01, 0.28], [0.21, 0.17, -0.53], [-0.57, -0.04, 0.20], [0.04, -0.06, -0.13], [0.07, 0.03, 0.18], [0.06, -0.26, 0.28], [0.15, -0.04, -0.37], [-0.06, -0.11, -0.06], [0.09, 0.31, 0.24], [-0.12, -0.15, 0.10], [0.27, 0.01, -0.14], [-0.11, -0.21, -0.09], [-0.08, -0.16, 0.05], [-0.21, 0.30, 0.01], [0.09, -0.02, 0.05], [0.11, 0.04, 0.02], [-0.02, 0.00, 0.03], [0.16, -0.17, 0.07], [0.15, -0.08, -0.22], [-0.19, -0.26, 0.01], [0.17, 0.06, -0.19], [-0.19, -0.21, -0.09], [0.10, 0.32, 0.40], [0.17, 0.07, -0.15], [0.14, 0.14, 0.00], [-0.10, 0.04, 0.20], [-0.03, 0.15, 0.20], [0.05, -0.11, -0.10], [-0.25, 0.30, -0.31], [0.01, -0.02, 0.04], [-0.03, 0.02, 0.08], [-0.03, 0.00, 0.11], [0.05, 0.03, -0.07], [-0.02, 0.03, -0.09], [-0.01, -0.15, 0.01], [-0.10, -0.06, 0.08], [0.06, -0.07, 0.11]], "mulliken_charge": [-1.41, -0.07, -0.62, -0.73, 0.31, 0.39, -0.06, 0.66, -0.60, -0.82, 0.37, -0.21, 0.42, 0.18, -1.17, 0.37, 0.42, 0.35, -1.53, 0.82, -0.49, -0.45, -0.46, -0.08, 0.41, 0.38, 0.40, 0.46, 0.43, -0.35, 0.46, 0.37, 0.30, 0.32, 0.15, 0.38, 0.35, 0.34]}

***

{"formula": "C6H11NS", "method": "the ωB97M-V functional and the def2-TZVPD basis", "spin_multiplicity": 1, "smiles": "C[C@]1([C@H]2CS2)C[C@H]1N", "symbols": ["C", "C", "C", "C", "C", "C", "H", "H", "H", "H", "H", "H", "H", "H", "H", "H", "H", "N", "S"], "positions_angstrom": [[-1.74674, -1.72375, -0.36574], [-0.71718, -0.51521, -0.00709], [-0.98686, 0.18588, 1.38710], [-1.69625, 0.71297, 0.04264], [0.69787, -0.72080, -0.39175], [1.60776, 0.19809, -1.09647], [-1.82444, -1.72022, -1.40895], [-1.61244, -2.81722, -0.01643], [-2.74580, -1.61119, -0.16596], [-0.09661, 0.77586, 1.52141], [-1.38639, -0.35877, 2.36375], [-2.77359, 0.59256, 0.15352], [-1.40443, 2.76263, 0.02051], [-1.28146, 1.77392, -1.48022], [0.74743, -1.75691, -0.81656], [1.21834, 1.34299, -1.25388], [2.10607, -0.31283, -2.01286], [-1.01920, 1.90041, -0.48448], [2.07726, -0.04980, 0.56718]], "forces_ev_per_a": [[3.37, -1.43, 0.98], [-5.26, -1.09, 2.72], [-0.58, -1.18, -1.23], [3.68, -0.46, 3.07], [-0.47, -0.88, -1.20], [-0.85, 2.81, -3.33], [0.51, -0.40, -1.99], [0.76, 1.71, -0.41], [-2.37, 1.27, 1.46], [0.00, 0.26, 0.66], [0.38, 1.25, -2.60], [0.15, -0.04, -1.04], [0.55, -1.37, -1.70], [0.33, 1.52, 0.64], [0.55, 0.79, 0.85], [0.96, -3.18, 0.06], [-0.29, 1.26, 1.82], [-2.11, 0.23, 0.58], [0.67, -1.08, 0.64]], "mulliken_charge": [-1.83, 1.02, -1.04, -0.32, -0.19, -0.65, 0.49, 0.31, 0.49, 0.39, 0.21, 0.32, 0.24, 0.27, 0.50, 0.26, 0.27, -0.52, -0.22]}

***

{"formula": "C5H5N2", "method": "the ωB97M-V functional and the def2-TZVPD basis", "spin_multiplicity": 1, "smiles": "C#CC(N=C)=[N+]=C", "total_charge": 1, "symbols": ["C", "C", "C", "C", "C", "N", "N", "H", "H", "H", "H", "H"], "positions_angstrom": [[-2.62434, -0.11045, 0.03125], [-1.43015, 0.02826, 0.09685], [0.82564, -2.19052, 0.08499], [1.11309, 2.30114, -0.17861], [-0.03436, 0.12375, -0.07444], [0.39212, -1.08505, -0.25588], [0.76318, 1.12307, -0.31817], [-3.73821, -0.20288, 0.14667], [0.84208, -3.06069, -0.58293], [1.14274, -2.65492, 1.08310], [1.38581, 2.65401, 0.86807], [1.36240, 3.07428, -0.90091]], "forces_ev_per_a": [[-1.22, 0.05, 0.78], [-1.69, 1.56, -0.10], [0.32, -2.80, 1.20], [1.56, 1.48, 2.91], [1.26, -0.76, -0.26], [1.35, -1.35, -0.17], [-2.17, 0.08, -0.79], [1.83, 0.08, -0.39], [0.00, 0.73, -0.76], [-0.42, 1.88, -0.58], [-0.60, -0.32, -0.97], [-0.22, -0.62, -0.87]], "mulliken_charge": [0.23, -0.36, -0.10, -0.13, 0.16, -0.14, -0.08, 0.39, 0.26, 0.25, 0.24, 0.28]}

***

no.,HOMO level (eV),orbital gap (hartree)
1,-9.0,0.367
2,-8.3,0.326
3,-8.5,0.347
4,-14.4,0.348